# 1
CH3N2O2 as an isolated structure, computed with the ωB97M-V functional and the def2-TZVPD basis.

Positions of all 8 atoms, in Å:
C 0.0195 -0.7331 -0.3621
N -0.7747 0.3468 -0.8040
N 0.6809 0.4564 0.8918
O 1.7745 0.9764 0.5468
O -1.9737 0.3666 -0.3540
H -0.5061 -1.6451 -0.0198
H 0.8829 -0.8287 -0.8866
H -0.1033 1.0606 0.9879

Forces on atoms 1 to 3 (eV/Å):
C -3.412 2.524 1.222
N 0.108 -1.162 -0.041
N 0.841 -3.162 0.564

Values from the calculation:
E_HOMO (alpha / beta) = -1.9909 / -2.5595 eV
frontier orbital gap (alpha / beta) = 6.86 / 7.46 eV
net charge = -1
LUMO level (alpha / beta) = 4.8668 / 4.8974 eV

Here is what Mulliken gives for the atomic charges, in e: number 1, C, carries -0.23; number 2, N, carries -0.41; number 3, N, carries -0.12; number 4, O, carries -0.58; number 5, O, carries -0.51; number 6, H, carries 0.33; number 7, H, carries 0.31; number 8, H, carries 0.22

---

# 2
An isolated ion of composition CH3N2O2 and charge -1, computed with the ωB97M-V functional and the def2-TZVPD basis.

Positions of all 8 atoms, in Å:
N 1.3605 0.0490 0.1676
N 0.2482 -0.6995 -0.5242
C -1.2767 0.1770 -0.1626
O -2.0409 -0.7241 0.0896
O -1.1763 1.3613 -0.2452
H 1.7103 0.8472 -0.4284
H 1.0857 0.4059 1.0179
H 0.0894 -1.4168 0.0853

Forces on atoms 1 to 3 (eV/Å):
N 1.269 -1.048 -3.803
N 0.251 5.197 -0.519
C 3.162 -3.059 -0.898

Values from the calculation:
SMILES = NNC(=O)[O-]
E_HOMO = -3.0483 eV
frontier orbital gap = 7.63 eV
net charge = -1
LUMO level = 4.5800 eV

Here is what Mulliken gives for the atomic charges, in e: number 1, N, carries -0.51; number 2, N, carries -0.48; number 3, C, carries 0.59; number 4, O, carries -0.65; number 5, O, carries -0.61; number 6, H, carries 0.23; number 7, H, carries 0.21; number 8, H, carries 0.23

---

The evaluated strongest force on any atom for the records listed, in turn: 4.416, 5.228 eV Å⁻¹.
The evaluated molecular weight for the records listed, in turn: 75.047, 75.047 g mol⁻¹.
The evaluated energy relative to the best compared isomer or geometry (same formula, charge and spin) for the records listed, in turn: 126.6, 16.4 kcal per mole.